Formula: C7H9BO2
Source: OMol25
Level of theory: the ωB97M-V functional and the def2-TZVPD basis

Gap between HOMO and LUMO = 8.84 eV
Energy above the lowest of the compared OMol25 structures with the same formula, charge and spin = 159.82 kcal/mol
2S+1 = 1
E_tot = -447.30002 a.u.

Bonds (Å) are listed after each position.
Positions of all 19 atoms, in Å:
1 B 0.05 -0.49 -0.80  C6 1.733, C7 1.594, C8 1.612, O9 1.575
2 C 1.18 0.43 2.12  C3 1.360, C4 1.409, H11 1.026
3 C -0.08 0.92 1.99  C2 1.360, C5 1.489, H12 1.139
4 C 1.83 -0.14 1.00  C2 1.409, C6 1.343, H13 1.216
5 C -0.84 1.33 0.77  C3 1.489, C7 1.365, H14 1.151
6 C 1.39 -1.07 0.14  B1 1.733, C4 1.343, O9 1.523
7 C -0.79 0.83 -0.49  B1 1.594, C5 1.365, O10 1.367
8 C -0.30 -1.21 -2.21  B1 1.612, H15 1.157, H16 1.063, H17 1.091
9 O -0.05 -1.46 0.44  B1 1.575, C6 1.523, H18 0.991
10 O -1.48 1.38 -1.54  C7 1.367, H19 0.932
11 H 1.48 0.56 3.09  C2 1.026
12 H -0.48 1.34 2.96  C3 1.139
13 H 3.01 0.08 0.80  C4 1.216
14 H -1.62 2.18 0.85  C5 1.151
15 H 0.18 -2.23 -2.46  C8 1.157
16 H 0.15 -0.67 -3.01  C8 1.063
17 H -1.37 -1.41 -2.26  C8 1.091
18 H -0.10 -2.38 0.07  O9 0.991
19 H -2.17 1.99 -1.47  O10 0.932

These are the natural (NBO) partial charges, in e, on atoms 1 to 8: B 0.598; C -0.296; C -0.130; C -0.173; C -0.322; C -0.076; C 0.114; C -0.944